(1)
Formula: C5H20N10O5
Source: OMol25
Level of theory: the ωB97M-V functional and the def2-TZVPD basis

Positions of all 40 atoms, in Å:
N 0.9584 -2.7908 -2.2898
C 0.2831 -2.7068 -3.4805
N 0.0043 -3.9124 -4.0627
O 0.1566 -1.6581 -4.1117
H 0.4959 -3.4554 -1.6820
H 1.1094 -1.8637 -1.8959
H -0.5785 -3.8850 -4.8796
H 0.2048 -4.7867 -3.6159
N -3.4206 -0.5172 2.3340
C -3.8820 -0.2604 3.6041
N -2.9026 -0.3161 4.5483
O -5.0644 -0.1185 3.8960
H -3.9795 -0.2895 1.5316
H -2.4318 -0.3093 2.2469
H -3.1726 0.2183 5.3574
H -1.9540 -0.5996 4.3832
N 0.9396 -1.5486 1.1754
C 0.1339 -0.5005 1.4777
N 0.2022 0.5022 0.5804
O -0.4777 -0.4023 2.5484
H 1.1267 -2.2058 1.9095
H 1.5519 -1.4713 0.3789
H -0.0901 1.4363 0.8058
H 0.7761 0.4294 -0.2477
N 0.7735 3.3636 1.1636
C -0.2918 4.2128 1.2358
N -1.2783 3.6817 2.0647
O -0.4371 5.2498 0.6183
H 1.5012 3.3547 0.4717
H 0.9768 2.8596 2.0079
H -1.1749 2.7433 2.4035
H -1.9033 4.3106 2.5365
N 1.8785 0.9267 -3.0393
C 2.5754 -0.0093 -2.3464
N 3.7435 -0.3520 -2.9721
O 2.2792 -0.4956 -1.2492
H 2.3077 1.2649 -3.8794
H 0.8854 1.0846 -3.0656
H 3.8785 -0.1199 -3.9342
H 4.2966 -1.0635 -2.5276

**Frontier orbital gap**: 0.3427 Ha
**Energy relative to the best compared isomer or geometry (same formula, charge and spin)**: 57.8 kJ/mol
**SMILES**: NC(N)=O.NC(N)=O.NC(N)=O.NC(N)=O.NC(N)=O
**LUMO level**: 0.17 eV
**DFT total energy**: -1126.4793 Ha


(2)
Formula: C4H10NO3
Source: OMol25
Level of theory: the ωB97M-V functional and the def2-TZVPD basis

Positions of all 18 atoms, in Å:
O 1.8768 1.4257 2.3955
C 0.8548 1.1206 1.8200
C 0.8233 0.8918 0.2974
C 0.6187 2.3113 -0.2767
N -0.3080 0.0225 0.0474
C -0.7721 -0.1052 -1.4748
O -0.7946 -1.3638 -1.8623
H -0.0753 0.9815 2.3944
H 1.8169 0.5083 0.0627
H 1.5641 2.8562 -0.3042
H -0.0609 2.8251 0.4111
H 0.1911 2.3822 -1.2724
H -0.0662 -0.9457 0.1879
H -1.7504 0.4063 -1.3818
H -0.0982 0.5065 -2.1076
H -1.5305 -3.0826 -1.2969
H -1.2770 -3.0233 0.1222
O -1.7461 -3.6123 -0.4723

**Frontier orbital gap**: 0.2610 Ha
**Energy relative to the best compared isomer or geometry (same formula, charge and spin)**: 288.3 kJ/mol
**LUMO level**: 3.66 eV
**Total charge**: -1
**DFT total energy**: -438.8754 Ha


(3)
Formula: C5H6O
Source: OMol25
Level of theory: the ωB97M-V functional and the def2-TZVPD basis

Positions of all 12 atoms, in Å:
C 1.1286 -0.3520 -0.4631
C 0.3558 0.9196 -0.1233
C -1.0948 0.4887 -0.3297
O -1.1022 -0.8638 -0.7459
C -0.0806 -1.0738 0.2462
C -0.4312 0.2599 0.9801
H 2.0715 -0.4597 0.0618
H 1.2765 -0.5013 -1.5535
H 0.6724 1.9575 -0.1632
H -1.9146 1.1142 -0.6479
H -0.2336 -2.0546 0.7403
H -0.6479 0.5653 1.9981

**Frontier orbital gap**: 0.3783 Ha
**Energy relative to the best compared isomer or geometry (same formula, charge and spin)**: 302.3 kJ/mol
**LUMO level**: 1.14 eV
**DFT total energy**: -269.2311 Ha


What did the first record say?
Formula: C5H20N10O5
Source: OMol25
Level of theory: the ωB97M-V functional and the def2-TZVPD basis

Positions of all 40 atoms, in Å:
N 0.9584 -2.7908 -2.2898
C 0.2831 -2.7068 -3.4805
N 0.0043 -3.9124 -4.0627
O 0.1566 -1.6581 -4.1117
H 0.4959 -3.4554 -1.6820
H 1.1094 -1.8637 -1.8959
H -0.5785 -3.8850 -4.8796
H 0.2048 -4.7867 -3.6159
N -3.4206 -0.5172 2.3340
C -3.8820 -0.2604 3.6041
N -2.9026 -0.3161 4.5483
O -5.0644 -0.1185 3.8960
H -3.9795 -0.2895 1.5316
H -2.4318 -0.3093 2.2469
H -3.1726 0.2183 5.3574
H -1.9540 -0.5996 4.3832
N 0.9396 -1.5486 1.1754
C 0.1339 -0.5005 1.4777
N 0.2022 0.5022 0.5804
O -0.4777 -0.4023 2.5484
H 1.1267 -2.2058 1.9095
H 1.5519 -1.4713 0.3789
H -0.0901 1.4363 0.8058
H 0.7761 0.4294 -0.2477
N 0.7735 3.3636 1.1636
C -0.2918 4.2128 1.2358
N -1.2783 3.6817 2.0647
O -0.4371 5.2498 0.6183
H 1.5012 3.3547 0.4717
H 0.9768 2.8596 2.0079
H -1.1749 2.7433 2.4035
H -1.9033 4.3106 2.5365
N 1.8785 0.9267 -3.0393
C 2.5754 -0.0093 -2.3464
N 3.7435 -0.3520 -2.9721
O 2.2792 -0.4956 -1.2492
H 2.3077 1.2649 -3.8794
H 0.8854 1.0846 -3.0656
H 3.8785 -0.1199 -3.9342
H 4.2966 -1.0635 -2.5276

**Frontier orbital gap**: 0.3427 Ha
**Energy relative to the best compared isomer or geometry (same formula, charge and spin)**: 57.8 kJ/mol
**SMILES**: NC(N)=O.NC(N)=O.NC(N)=O.NC(N)=O.NC(N)=O
**LUMO level**: 0.17 eV
**DFT total energy**: -1126.4793 Ha


Copy entry 2 word for word.
Formula: C4H10NO3
Source: OMol25
Level of theory: the ωB97M-V functional and the def2-TZVPD basis

Positions of all 18 atoms, in Å:
O 1.8768 1.4257 2.3955
C 0.8548 1.1206 1.8200
C 0.8233 0.8918 0.2974
C 0.6187 2.3113 -0.2767
N -0.3080 0.0225 0.0474
C -0.7721 -0.1052 -1.4748
O -0.7946 -1.3638 -1.8623
H -0.0753 0.9815 2.3944
H 1.8169 0.5083 0.0627
H 1.5641 2.8562 -0.3042
H -0.0609 2.8251 0.4111
H 0.1911 2.3822 -1.2724
H -0.0662 -0.9457 0.1879
H -1.7504 0.4063 -1.3818
H -0.0982 0.5065 -2.1076
H -1.5305 -3.0826 -1.2969
H -1.2770 -3.0233 0.1222
O -1.7461 -3.6123 -0.4723

**Frontier orbital gap**: 0.2610 Ha
**Energy relative to the best compared isomer or geometry (same formula, charge and spin)**: 288.3 kJ/mol
**LUMO level**: 3.66 eV
**Total charge**: -1
**DFT total energy**: -438.8754 Ha